(1)
The following is a DFT calculation (the ωB97M-V functional and the def2-TZVPD basis) of a structure of composition C33H24NPS2Se2Ta.

Cartesian coordinates (Å):
Ta (0.313, -0.472, -0.923)
Se (-0.169, 0.118, 1.607)
P (-0.675, -1.992, 1.853)
Se (-0.668, -2.802, -0.191)
C (0.530, -2.864, 2.866)
C (0.424, -4.252, 2.952)
C (1.315, -4.956, 3.742)
C (2.306, -4.279, 4.444)
C (2.409, -2.899, 4.356)
C (1.520, -2.184, 3.564)
C (-2.282, -2.207, 2.630)
C (-2.501, -1.533, 3.832)
C (-3.697, -1.705, 4.504)
C (-4.670, -2.548, 3.980)
C (-4.450, -3.215, 2.785)
C (-3.254, -3.047, 2.102)
H (-0.347, -4.779, 2.401)
H (1.240, -6.033, 3.809)
H (3.001, -4.832, 5.060)
H (3.181, -2.374, 4.903)
H (1.606, -1.108, 3.483)
H (-1.741, -0.874, 4.237)
H (-3.871, -1.183, 5.435)
H (-5.606, -2.681, 4.506)
H (-5.211, -3.867, 2.377)
H (-3.088, -3.559, 1.162)
S (-0.681, -1.282, -3.021)
C (-0.667, 0.073, -4.167)
C (-1.442, 0.003, -5.323)
C (-1.459, 1.060, -6.217)
C (-0.719, 2.218, -5.989)
C (0.054, 2.324, -4.849)
C (0.063, 1.249, -3.973)
S (1.005, 1.149, -2.517)
H (-2.028, -0.887, -5.511)
H (-2.065, 0.982, -7.110)
H (-0.749, 3.033, -6.698)
H (0.645, 3.205, -4.638)
C (4.395, -0.866, 0.483)
C (5.030, 0.308, 0.080)
C (4.393, 1.218, -0.743)
C (3.098, 0.963, -1.198)
C (2.407, -0.197, -0.738)
C (3.098, -1.109, 0.079)
C (2.400, 1.894, -2.087)
C (2.358, 3.338, -2.006)
C (1.264, 4.090, -1.752)
C (-0.140, 3.829, -1.381)
C (-0.923, 4.990, -1.247)
C (-2.254, 4.970, -0.895)
C (-2.892, 3.756, -0.662)
C (-2.174, 2.589, -0.786)
C (-0.813, 2.607, -1.119)
N (-0.204, 1.356, -1.191)
H (4.911, -1.573, 1.118)
H (6.043, 0.507, 0.403)
H (4.910, 2.113, -1.064)
H (2.603, -2.012, 0.428)
H (3.292, 3.873, -2.144)
H (1.449, 5.158, -1.798)
H (-0.449, 5.946, -1.428)
H (-2.798, 5.900, -0.806)
H (-3.938, 3.723, -0.389)
H (-2.639, 1.626, -0.619)

total energy: -199299.11029 eV
LUMO level: -3.409 eV
net charge: +1
frontier orbital gap: 0.2476 Eh
largest force on an atom: 0.73 eV/A
multiplicity: 1

=====

(2)
The following is a DFT calculation (the ωB97M-V functional and the def2-TZVPD basis) of a structure of composition C2ClF3N2.

Cartesian coordinates (Å):
C (-1.474, 0.159, 0.493)
C (1.107, 0.297, -0.170)
N (-2.571, 0.081, 0.935)
N (-0.312, -0.035, -0.059)
F (0.971, 0.184, -1.430)
F (-0.561, -1.629, -0.676)
F (1.390, -0.936, 0.654)
Cl (1.452, 1.880, 0.253)

total energy: -25721.36591 eV
LUMO level (spin up / spin down): -2.429 / -2.429 eV
energy above the lowest of the compared OMol25 structures with the same formula, charge and spin: 132.38 kcal per mole
frontier orbital gap (spin up / spin down): 0.2963 / 0.2963 Eh
largest force on an atom: 7.94 eV/A
multiplicity: 1

=====

(3)
The following is a DFT calculation (the ωB97M-V functional and the def2-TZVPD basis) of a cluster of 3 separate species, C6H10O3 in total.

Cartesian coordinates (Å):
C (-0.462, -0.178, 0.495)
C (-0.609, 1.603, -1.910)
C (-1.212, -1.475, 0.557)
C (0.814, -0.122, -0.003)
C (1.251, -0.537, 1.978)
C (1.926, -0.212, -0.674)
O (-0.663, 0.269, -1.530)
O (-0.940, 0.916, 1.125)
O (1.590, -1.602, 2.370)
H (-1.864, 0.772, 1.364)
H (1.378, 0.411, 2.557)
H (-0.852, 2.296, -1.083)
H (0.387, 1.904, -2.286)
H (-1.329, 1.804, -2.719)
H (-1.893, -1.489, 1.411)
H (-0.530, -2.318, 0.653)
H (-1.775, -1.570, -0.370)
H (2.877, -0.391, -0.185)
H (1.907, -0.080, -1.748)

total energy: -12520.23630 eV
LUMO level (spin up / spin down): 0.323 / 0.323 eV
energy above the lowest of the compared OMol25 structures with the same formula, charge and spin: 150.73 kcal per mole
frontier orbital gap (spin up / spin down): 0.2771 / 0.2771 Eh
largest force on an atom: 3.66 eV/A
multiplicity: 1

=====

total energy of number 1 (C33H24NPS2Se2Ta)? -199299.11029 eV

=====

largest force on an atom of number 1 (C33H24NPS2Se2Ta)? 0.73 eV/A

=====

The lowest total energy belongs to which entry? C33H24NPS2Se2Ta

=====

The lowest largest force on an atom belongs to which entry? C33H24NPS2Se2Ta